--- 1 ---
{
  "formula": "C3H7N3O",
  "method": "ωB97M-V with the def2-TZVPD basis set",
  "elements": ["C", "N", "C", "C", "O", "N", "N", "H", "H", "H", "H", "H", "H", "H"],
  "coordinates": [[-1.65874, 0.66091, -0.01169], [1.00650, 0.19859, -1.22014], [0.60920, -0.55600, -0.13965], [-0.27844, 0.38857, 0.63967], [1.93154, -0.37347, -2.01442], [0.99077, -1.69583, 0.31280], [-0.21005, 0.24799, 1.99135], [2.41353, -1.06794, -1.51621], [0.42624, 1.32318, 0.31247], [1.69019, -2.15229, -0.28041], [-0.92863, 0.84768, 2.41056], [-2.12542, 1.52315, 0.46730], [-1.56618, 0.86631, -1.07540], [-2.30051, -0.21086, 0.12377]],
  "mol_weight_g_mol": 101.11,
  "spin_multiplicity": 1,
  "orbital_gap_ev": [8.070, 9.220]
}


--- 2 ---
{
  "formula": "C3H7N3O",
  "method": "ωB97M-V with the def2-TZVPD basis set",
  "elements": ["C", "C", "N", "C", "N", "H", "H", "H", "H", "N", "O", "H", "H", "H"],
  "coordinates": [[2.11222, -0.12886, 0.09612], [0.66293, 0.19612, 0.02589], [0.22048, 1.17083, 0.76194], [-1.07446, -1.28512, -0.16091], [-0.98091, -2.34064, 0.30651], [0.84240, 1.70998, 1.37288], [2.66731, 0.41213, 0.87718], [2.21424, -1.20532, 0.26172], [2.57653, 0.07056, -0.87366], [-1.96339, -0.20776, -0.80515], [-2.34856, 0.78004, 0.09992], [-0.84798, 1.35008, 0.70288], [-2.78435, -0.70941, -1.17791], [-1.29646, 0.18737, -1.48741]],
  "mol_weight_g_mol": 101.11,
  "spin_multiplicity": 1,
  "orbital_gap_ev": 9.096
}


--- 3 ---
{
  "formula": "C3H7N3O",
  "method": "ωB97M-V with the def2-TZVPD basis set",
  "elements": ["C", "N", "C", "O", "N", "C", "N", "H", "H", "H", "H", "H", "H", "H"],
  "coordinates": [[-1.82513, -0.09968, 1.94524], [-0.60524, -0.22917, 1.17730], [-0.57419, 0.13447, -0.14233], [-1.53507, 0.56001, -0.74215], [0.69741, -0.05053, -0.73759], [0.99995, 0.53242, -1.92792], [2.23396, 0.22402, -2.32827], [-2.50782, 0.53259, 1.37420], [-1.62266, 0.37433, 2.91107], [-2.30532, -1.07067, 2.11578], [0.23867, -0.50983, 1.64931], [1.39091, -0.56235, -0.18880], [2.56199, 0.64227, -3.18351], [2.85253, -0.47789, -1.92232]],
  "mol_weight_g_mol": 101.11,
  "spin_multiplicity": 1,
  "orbital_gap_ev": 9.326
}


Short version: 2 is the least stable of them.


--- 1 ---
{
  "formula": "C3H7N3O",
  "method": "ωB97M-V with the def2-TZVPD basis set",
  "elements": ["C", "N", "C", "N", "C", "O", "N", "H", "H", "H", "H", "H", "H", "H"],
  "coordinates": [[-0.20324, -1.53198, -1.23650], [-0.63497, -0.33967, -1.07747], [-0.44802, -0.07886, 0.33474], [-1.57868, 0.36165, 1.05783], [0.67599, 0.92858, 0.55402], [0.84862, 1.37912, 1.67305], [1.49953, 1.14185, -0.49981], [-0.36057, -2.32119, -0.48600], [0.20391, -1.00673, 0.58608], [0.32193, -1.82984, -2.13129], [-1.33229, 0.75593, 1.95827], [-2.38730, -0.23909, 1.05812], [1.15016, 0.97622, -1.43239], [2.24494, 1.80400, -0.35865]],
  "mol_weight_g_mol": 101.11,
  "spin_multiplicity": 1,
  "orbital_gap_ev": 9.733
}


--- 2 ---
{
  "formula": "C3H7N3O",
  "method": "ωB97M-V with the def2-TZVPD basis set",
  "elements": ["C", "C", "C", "N", "O", "N", "N", "H", "H", "H", "H", "H", "H", "H"],
  "coordinates": [[1.08287, 0.75819, -1.06816], [-0.62964, -0.29379, 0.29468], [0.97289, -0.38151, -0.18756], [-0.75182, -0.15687, 1.67206], [-0.48509, 1.40060, -0.52586], [-1.44174, -1.10268, -0.32005], [1.82938, -1.13234, 0.36540], [-1.24792, 1.34216, -1.13019], [-0.43103, 0.72843, 2.03844], [-1.66765, -0.43339, 2.00324], [-1.24938, -1.15565, -1.31918], [1.36193, -1.70580, 1.07771], [0.88802, 0.58575, -2.12237], [1.76918, 1.54690, -0.77815]],
  "mol_weight_g_mol": 101.11,
  "spin_multiplicity": 1,
  "orbital_gap_ev": 8.719
}


Short version: 2 is the least stable of them.


--- 1 ---
{
  "formula": "C18H47NO10",
  "method": "ωB97M-V with the def2-TZVPD basis set",
  "elements": ["N", "H", "H", "H", "H", "O", "H", "C", "O", "C", "C", "O", "C", "C", "O", "C", "H", "H", "H", "H", "H", "H", "H", "H", "H", "H", "H", "H", "H", "H", "C", "O", "C", "C", "O", "C", "C", "O", "C", "H", "H", "H", "H", "H", "H", "H", "H", "H", "H", "H", "H", "H", "H", "C", "O", "C", "C", "O", "C", "C", "O", "C", "H", "H", "H", "H", "H", "H", "H", "H", "H", "H", "H", "H", "H", "H"],
  "coordinates": [[0.54053, -1.02105, -0.84418], [0.33653, -0.76905, -0.02018], [0.64553, -1.97005, -0.92518], [1.34953, -0.79805, -0.97618], [-0.14347, -0.73705, -1.36518], [-0.25647, -2.80005, 1.31982], [-0.47147, -2.62105, 2.27782], [-3.13247, -0.92205, -0.79418], [-2.56747, -1.54405, -1.88818], [-2.33747, -2.89405, -1.64118], [-1.45547, -3.38205, -2.75018], [-0.43947, -2.83205, -3.07918], [-0.66747, -2.10205, -4.30518], [0.70753, -1.46505, -4.89918], [1.44453, -0.80305, -3.86918], [2.57653, -0.24105, -4.23318], [-3.15347, 0.19795, -1.14218], [-2.55847, -0.80905, 0.08282], [-4.23847, -1.24405, -0.41418], [-3.46147, -3.56305, -1.68618], [-1.77247, -2.96205, -0.72218], [-2.31047, -3.69105, -3.67318], [-1.17247, -4.26905, -2.34818], [-1.30847, -1.25105, -3.94718], [-1.01747, -2.72005, -5.09518], [0.48053, -0.83605, -5.78318], [1.46753, -2.14605, -5.23218], [2.99153, 0.50195, -3.52818], [2.44653, 0.15095, -5.37818], [3.32853, -1.09505, -4.52618], [-1.32247, 2.36095, -1.75318], [-0.16847, 2.24395, -0.98818], [0.96653, 2.58795, -1.70518], [2.21953, 2.66295, -0.75318], [2.52053, 1.44195, -0.60518], [3.72253, 1.29295, 0.25582], [4.31453, -0.12905, -0.20918], [3.43753, -1.25105, -0.00818], [3.29153, -1.71205, 1.23982], [-1.64947, 3.15495, -2.29718], [-2.09347, 2.02895, -1.31518], [-1.31247, 1.53295, -2.55018], [1.00253, 3.65195, -2.12918], [1.25153, 1.81795, -2.61918], [1.88953, 3.17695, 0.19782], [3.07653, 3.31595, -1.22818], [3.41653, 1.29495, 1.17482], [4.34253, 2.09595, 0.25582], [5.18553, -0.32605, 0.13882], [4.46053, -0.03505, -1.09018], [4.19053, -1.99005, 1.78782], [2.76453, -2.54005, 0.96582], [2.57053, -0.95905, 1.99482], [1.62453, 3.40395, 4.24282], [0.60353, 2.47995, 4.24182], [0.24653, 2.15595, 2.81782], [-0.34947, 0.78495, 2.80882], [-1.43647, 0.67395, 3.33482], [-1.90747, -0.73805, 3.45782], [-3.33847, -0.55005, 3.93182], [-4.03047, 0.43995, 3.23182], [-5.08147, 0.88595, 4.03482], [2.18153, 3.37895, 5.13082], [1.18553, 4.29695, 4.07882], [2.21853, 3.19695, 3.33782], [1.17853, 2.21595, 2.26982], [-0.49647, 2.80195, 2.40782], [0.38853, 0.08095, 3.26182], [-0.23047, 0.61195, 1.82282], [-1.21547, -1.26605, 4.07882], [-1.89847, -1.13305, 2.39882], [-3.23747, -0.48805, 5.10582], [-3.83247, -1.45505, 4.00482], [-5.82647, 1.62695, 3.61182], [-4.94747, 1.42295, 4.96382], [-5.72647, 0.09095, 4.05082]],
  "mol_weight_g_mol": 437.57,
  "spin_multiplicity": 1,
  "orbital_gap_ev": 6.981
}


--- 2 ---
{
  "formula": "C18H47NO10",
  "method": "ωB97M-V with the def2-TZVPD basis set",
  "elements": ["N", "H", "H", "H", "H", "O", "H", "C", "O", "C", "C", "O", "C", "C", "O", "C", "H", "H", "H", "H", "H", "H", "H", "H", "H", "H", "H", "H", "H", "H", "C", "O", "C", "C", "O", "C", "C", "O", "C", "H", "H", "H", "H", "H", "H", "H", "H", "H", "H", "H", "H", "H", "H", "C", "O", "C", "C", "O", "C", "C", "O", "C", "H", "H", "H", "H", "H", "H", "H", "H", "H", "H", "H", "H", "H", "H"],
  "coordinates": [[-73.85613, -25.30969, -16.22970], [-74.00746, -24.84186, -17.27452], [-72.93818, -25.42631, -16.18506], [-74.43429, -26.19693, -16.09067], [-74.12849, -24.84241, -15.39284], [-75.69121, -27.17227, -14.43868], [-76.33402, -26.56047, -14.84811], [-68.70507, -24.37180, -19.59356], [-69.19841, -24.03259, -18.30183], [-70.42292, -23.17989, -18.41764], [-70.52514, -22.55838, -16.95877], [-70.78532, -23.47816, -16.15372], [-70.62507, -22.92074, -14.76280], [-70.94667, -24.15505, -13.78758], [-72.24908, -24.51249, -13.92789], [-72.59933, -25.52634, -13.01677], [-68.20993, -23.44295, -20.22319], [-69.41558, -25.10948, -20.11730], [-67.73199, -24.99965, -19.58135], [-71.12329, -23.84198, -18.71040], [-70.30758, -22.39200, -19.07301], [-71.39048, -21.80900, -17.04430], [-69.55451, -21.92071, -16.78647], [-71.31335, -22.05563, -14.69293], [-69.40143, -22.73563, -14.59873], [-70.81160, -23.87510, -12.61580], [-70.28048, -25.06065, -14.02298], [-72.46329, -25.34786, -11.97208], [-72.01527, -26.47689, -13.34571], [-73.68013, -25.78308, -13.24333], [-76.68290, -25.81268, -18.52376], [-75.49451, -26.60729, -18.51368], [-74.83558, -26.85768, -19.82579], [-73.47189, -27.37164, -19.46279], [-72.87374, -26.63800, -18.68377], [-71.52207, -26.99711, -18.45076], [-71.32687, -28.06225, -17.50405], [-72.05337, -27.70442, -16.34667], [-72.04747, -28.62785, -15.19539], [-76.32412, -24.83654, -18.75260], [-77.02341, -25.91599, -17.41865], [-77.27050, -26.09660, -19.36234], [-74.50776, -25.95837, -20.29459], [-75.43674, -27.59214, -20.35997], [-72.87062, -27.24223, -20.34553], [-73.60805, -28.23003, -19.20706], [-71.09243, -25.84690, -17.97611], [-70.83742, -27.15831, -19.30790], [-70.26906, -28.11453, -17.16647], [-71.40796, -29.09943, -17.71511], [-72.61282, -29.34710, -15.48081], [-72.35701, -28.33235, -14.27669], [-71.07176, -29.14059, -15.01218], [-77.57909, -23.57308, -15.75669], [-76.32517, -23.17537, -16.06350], [-76.05254, -21.82882, -15.52732], [-74.49631, -21.54556, -15.77975], [-74.08562, -21.94932, -16.78795], [-74.65214, -21.55789, -18.10472], [-73.68203, -21.89370, -19.27741], [-73.66128, -23.21261, -19.56863], [-72.90733, -23.42068, -20.72316], [-78.22089, -23.25356, -16.53732], [-77.86410, -23.10613, -14.82222], [-77.71352, -24.61855, -15.65192], [-76.03899, -21.86014, -14.51556], [-76.75279, -21.25894, -16.05926], [-73.89929, -22.08495, -15.01315], [-74.17101, -20.53356, -15.60052], [-74.75952, -20.56309, -18.19729], [-75.63237, -22.02762, -18.09469], [-72.65307, -21.50190, -19.08233], [-73.95695, -21.23209, -19.93932], [-71.75967, -23.06203, -20.54655], [-73.41870, -22.86520, -21.55260], [-72.59656, -24.48000, -21.16764]],
  "mol_weight_g_mol": 437.57,
  "spin_multiplicity": 1,
  "orbital_gap_ev": 6.467
}


Short version: 1 is the least stable of them.


--- 1 ---
{
  "formula": "C5H14N2O",
  "method": "ωB97M-V with the def2-TZVPD basis set",
  "elements": ["C", "N", "C", "C", "C", "O", "C", "N", "H", "H", "H", "H", "H", "H", "H", "H", "H", "H", "H", "H", "H", "H"],
  "coordinates": [[0.83172, -1.74123, -0.79033], [0.52294, -0.60035, 0.05332], [0.18850, 0.65884, -0.74167], [0.90325, 1.73783, -0.04182], [0.46339, 2.10742, 1.42062], [-0.61932, 2.89204, 1.55428], [-0.56998, -2.49709, -1.19665], [-1.67094, -2.54347, -0.26125], [1.48575, -2.41113, -0.25881], [1.31151, -1.52294, -1.86906], [1.28647, -0.38030, 0.77954], [-0.93969, 0.52259, -0.79157], [0.60965, 0.63275, -1.76100], [0.67285, 2.65793, -0.68095], [1.95636, 1.52186, 0.01345], [1.25399, 2.62044, 1.97833], [0.26843, 1.09076, 1.88606], [-0.44377, -3.61907, -1.50601], [-1.01501, -1.97081, -2.16127], [-1.77822, -3.42687, 0.27382], [-1.53449, -1.82380, 0.36259], [-1.04457, 3.38441, 0.85526]],
  "mol_weight_g_mol": 118.18,
  "spin_multiplicity": 1,
  "orbital_gap_ev": 9.587
}


--- 2 ---
{
  "formula": "C5H14N2O",
  "method": "ωB97M-V with the def2-TZVPD basis set",
  "elements": ["C", "N", "C", "N", "C", "C", "C", "O", "H", "H", "H", "H", "H", "H", "H", "H", "H", "H", "H", "H", "H", "H"],
  "coordinates": [[0.25465, 0.06699, -1.31378], [-0.62745, -0.98624, -1.74435], [-0.68732, -2.21257, -0.94097], [-2.01222, -2.34042, -0.29355], [-0.38663, 1.11455, -0.31189], [0.18956, 0.97779, 1.10516], [1.60482, 1.56944, 1.16099], [1.51445, 2.80872, 1.97291], [0.63622, 0.58381, -2.19673], [1.13056, -0.29257, -0.78312], [-1.57371, -0.69423, -1.94039], [-0.55588, -3.02656, -1.62210], [0.12661, -2.24268, -0.21853], [-2.29719, -3.30962, -0.35528], [-1.91454, -2.07457, 0.67583], [-0.16271, 2.11739, -0.67306], [-1.44561, 0.86078, -0.32175], [0.23744, -0.07215, 1.41222], [-0.45773, 1.48886, 1.81241], [2.31379, 0.92584, 1.67462], [1.95060, 1.97347, 0.22325], [2.16228, 2.76398, 2.67812]],
  "mol_weight_g_mol": 118.18,
  "spin_multiplicity": 1,
  "orbital_gap_ev": 9.212
}


--- 3 ---
{
  "formula": "C5H14N2O",
  "method": "ωB97M-V with the def2-TZVPD basis set",
  "elements": ["C", "C", "C", "C", "C", "N", "N", "O", "H", "H", "H", "H", "H", "H", "H", "H", "H", "H", "H", "H", "H", "H"],
  "coordinates": [[0.69445, -0.93258, -0.43567], [-1.31781, 0.39243, 0.44520], [0.28202, 0.32836, 0.31907], [-2.05867, 0.38756, -0.88414], [0.85800, 0.38095, 1.73250], [0.41506, -0.83506, -1.84212], [2.18187, -1.21841, -0.25068], [-1.68462, 1.52915, 1.20300], [-1.52727, 2.31177, 0.66187], [0.16218, -1.80315, -0.03644], [-1.63555, -0.45914, 1.05510], [0.59945, 1.21094, -0.24917], [0.94324, -0.07302, -2.25461], [0.69180, -1.69185, -2.30690], [2.73389, -0.39833, -0.48746], [2.41220, -1.49714, 0.69510], [-1.73457, 1.22615, -1.49968], [-3.12866, 0.47927, -0.70482], [-1.86102, -0.52854, -1.42890], [0.36216, 1.16458, 2.30062], [0.68612, -0.56395, 2.24568], [1.92573, 0.59001, 1.72246]],
  "mol_weight_g_mol": 118.18,
  "spin_multiplicity": 1,
  "orbital_gap_ev": 10.154
}


Short version: 1 is the least stable of them.